# 1
Computed, not measured: a cluster of 7 separate species, C5H22NO8 in total in a non-equilibrium geometry, with ωB97M-V with the def2-TZVPD basis set.

Net charge: -1
HOMO-LUMO gap (eV): 9.1
HOMO (Ha): -0.22480

Bonds (Å) are listed after each position.
CARTESIAN COORDINATES (ANGSTROEM)
1 O -1.9604 -1.3952 -0.7469  C2 1.251
2 C -0.8495 -0.9438 -0.3903  O1 1.251, O3 1.265, C4 1.552
3 O -0.5470 -0.6091 0.7920  C2 1.265
4 C 0.2821 -0.8885 -1.4512  C2 1.552, C5 1.585, N8 1.441, H9 1.084
5 C 0.6339 0.6505 -1.5948  C4 1.585, C6 1.539, C7 1.535, H10 1.085
6 C 2.0099 0.7557 -2.2769  C5 1.539, H11 1.093, H12 1.083, H13 1.086
7 C -0.5047 1.3189 -2.3775  C5 1.535, H14 1.085, H15 1.094, H16 1.095
8 N -0.0852 -1.6506 -2.6174  C4 1.441, H17 1.016, H18 1.015
9 H 1.1267 -1.3136 -0.9204  C4 1.084
10 H 0.7650 1.0185 -0.5825  C5 1.085
11 H 2.5932 -0.1087 -1.9508  C6 1.093
12 H 2.5581 1.6340 -1.9598  C6 1.083
13 H 1.7971 0.6780 -3.3394  C6 1.086
14 H -0.1016 1.8457 -3.2366  C7 1.085
15 H -1.0883 1.9548 -1.7061  C7 1.094
16 H -1.3064 0.6179 -2.6340  C7 1.095
17 H -1.0942 -1.7701 -2.6293  N8 1.016
18 H 0.1070 -1.1078 -3.4533  N8 1.015
19 H 1.1662 -1.7268 1.0473  O21 0.977
20 H 0.9391 -2.9929 0.2601  O21 0.964
21 O 1.4327 -2.6661 1.0204  H19 0.977, H20 0.964
22 H -0.7670 1.5534 1.7995  O24 0.966
23 H -1.0321 0.4353 2.8448  O24 0.963
24 O -0.4987 1.2169 2.6639  H22 0.966, H23 0.963
25 H -2.6594 0.2873 -0.0894  O27 0.980
26 H -3.3180 1.5121 -0.0588  O27 0.954
27 O -2.4763 1.1879 0.2515  H25 0.980, H26 0.954
28 H -1.2251 -1.4559 2.1786  O30 0.989
29 H -2.4611 -0.7816 2.5189  O30 0.969
30 O -1.9427 -1.5280 2.8556  H28 0.989, H29 0.969
31 H 0.9125 1.6032 1.6247  O33 0.974
32 H 2.3055 1.6077 2.2310  O33 0.960
33 O 1.7636 2.0762 1.5925  H31 0.974, H32 0.960
34 H 1.4507 -0.9777 3.0739  O36 0.958
35 H 0.6386 0.2439 3.5285  O36 0.976
36 O 1.4359 -0.2816 3.7320  H34 0.958, H35 0.976

# 2
Computed, not measured: a cluster of 2 separate species, C2H8Cl2Si2 in total in a non-equilibrium geometry, with ωB97M-V with the def2-TZVPD basis set.

HOMO-LUMO gap (spin up / spin down) (eV): 8.3 / 7.3
HOMO (spin up / spin down) (Ha): -0.30232 / -0.33095

Bonds (Å) are listed after each position.
CARTESIAN COORDINATES (ANGSTROEM)
1 C 1.1310 2.1199 -0.0130  Si3 1.849, H7 1.076, H8 1.049, H9 1.063
2 C 0.9436 -3.5797 0.6183  H10 1.052, H11 1.050, H12 1.040
3 Si -0.6147 1.9852 -0.6063  C1 1.849, Si4 2.346, H13 1.521, H14 1.471
4 Si -1.5582 0.2293 0.6315  Si3 2.346, Cl5 2.087, Cl6 2.091
5 Cl -3.6255 0.2410 0.9176  Si4 2.087
6 Cl -1.4449 -1.3508 -0.7328  Si4 2.091
7 H 1.7603 1.3244 0.3447  C1 1.076
8 H 1.6947 2.5815 -0.7682  C1 1.049
9 H 1.0810 2.6973 0.8778  C1 1.063
10 H -0.0787 -3.3342 0.5945  C2 1.052
11 H 1.1754 -4.4955 1.0759  C2 1.050
12 H 1.4266 -3.1692 -0.2066  C2 1.040
13 H -1.2837 3.3408 -0.7733  Si3 1.521
14 H -0.6068 1.4097 -1.9602  Si3 1.471